Entry 1:
Entry from the OMol25 dataset: a 2-piece molecular cluster, C4H8N2O overall in a non-equilibrium geometry (the ωB97M-V functional and the def2-TZVPD basis).

Structure (XYZ):
```
15
Properties=species:S:1:pos:R:3:lowdin_charge:R:1
C -1.6200 0.9769 -0.0702 -0.218
C 1.2555 0.6619 0.8073 -0.185
C 0.9399 -0.4877 -1.2212 -0.137
C -1.2531 -0.2175 0.5296 -0.236
N -1.9198 1.9371 -0.6464 0.209
N 0.7311 -0.5207 0.2138 -0.130
O -1.8360 -1.3258 -0.0338 0.007
H 2.2280 0.9414 0.5725 0.062
H 0.5501 1.4291 0.6410 0.035
H 1.1841 0.5039 1.9550 0.110
H 0.5503 0.5066 -1.5708 0.096
H 1.8740 -0.8544 -1.5448 0.077
H 0.2188 -1.0784 -1.6521 0.038
H -1.2216 -0.2870 1.6773 0.165
H -1.6813 -2.1852 0.3427 0.108
```

Computed properties:
HOMO level (eV): -8.9
Max |F| (eV/Å): 6.5
LUMO level (eV): 0.12
Net charge: 0
Gap between HOMO and LUMO (eV): 9.0
Molar mass (Da): 100.12


Entry 2:
Entry from the OMol25 dataset: C4H8N2O in the gas phase in a non-equilibrium geometry (the ωB97M-V functional and the def2-TZVPD basis).

Structure (XYZ):
```
15
Properties=species:S:1:pos:R:3:lowdin_charge:R:1
H 0.0272 1.0366 2.1107 0.033
N 0.9871 0.7001 2.0131 0.117
C 1.1389 0.0335 0.9160 -0.447
N 2.3913 -0.4783 0.7111 0.089
C 0.0713 -0.2251 -0.1187 -0.274
O 0.3709 -1.1782 -1.0770 0.031
C -1.1084 0.4089 -0.1354 -0.095
C -2.1492 0.1857 -1.1860 -0.091
H 2.7640 -0.2710 -0.2102 0.103
H 3.0121 -0.1052 1.4268 0.103
H 1.1297 -1.6727 -0.7101 0.098
H -1.3622 1.1429 0.6210 0.099
H -2.8730 1.0071 -1.1685 0.072
H -1.7080 0.1625 -2.1875 0.080
H -2.6917 -0.7469 -1.0052 0.083
```

Computed properties:
HOMO level (eV): -8.8
SMILES: [H]/N=C(N)\C(O)=C\C
Max |F| (eV/Å): 2.6
LUMO level (eV): 0.78
Net charge: 0
Gap between HOMO and LUMO (eV): 9.6
Molar mass (Da): 100.12


Entry 3:
Entry from the OMol25 dataset: a 2-piece molecular cluster, C4H8N2O overall in a non-equilibrium geometry (the ωB97M-V functional and the def2-TZVPD basis).

Structure (XYZ):
```
15
Properties=species:S:1:pos:R:3:lowdin_charge:R:1
C 3.1259 -0.5179 0.0895 -0.217
C -2.1045 0.1027 -0.5111 -0.105
C -0.9203 -0.7909 -0.2268 -0.138
C 0.2538 0.1965 -0.0134 -0.466
N 3.2065 0.6690 0.2158 -0.151
N 0.7211 0.3836 1.1927 0.184
O 0.9090 0.7559 -0.9335 0.087
H -1.7611 0.9072 -1.0821 0.062
H -2.4489 0.5439 0.3765 0.065
H -2.8820 -0.4886 -0.9693 0.084
H -1.2407 -1.5239 0.6207 0.148
H -0.7449 -1.4114 -1.1944 0.155
H 1.7930 0.5791 1.3109 0.093
H 0.1567 -0.1630 1.8935 0.148
H 1.9364 0.7578 -0.7692 0.049
```

Computed properties:
HOMO level (eV): -9.8
Max |F| (eV/Å): 3.0
LUMO level (eV): 0.23
Net charge: 0
Gap between HOMO and LUMO (eV): 10.1
Molar mass (Da): 100.12


What is the formula in the second record?
C4H8N2O